Entry from the OMol25 dataset: the molecule CH2Cl2NO2P (ωB97M-V with the def2-TZVPD basis set).

Geometry (Å):
C (0.7938, -0.4642, -0.2556)
N (0.2804, 0.4662, 0.5437)
O (1.9686, -0.4561, -0.4860)
O (2.6324, 2.1180, 0.2727)
P (1.9181, 1.2998, 1.2176)
Cl (3.0366, -0.0104, 2.3348)
Cl (1.1064, 2.2656, 2.7348)
H (0.2323, -1.3393, -0.7828)
H (-0.5893, 0.9873, 0.4143)

HOMO-LUMO gap = 0.3875 Ha
SMILES = O=CNP(=O)(Cl)Cl



Entry from the OMol25 dataset: a 2-piece molecular cluster, CH2Cl2O overall (ωB97M-V with the def2-TZVPD basis set).

Geometry (Å):
C (0.6995, -0.6788, -0.7784)
O (1.0337, 0.1977, 0.0730)
Cl (0.2814, -2.1303, 0.0372)
Cl (-3.1101, 0.0740, -0.1613)
H (-3.3295, 0.8451, 0.8014)
H (0.9984, -0.0447, 0.9403)

2S+1 = 3
HOMO-LUMO gap (alpha / beta) = 0.2905 / 0.3632 Ha



Entry from the OMol25 dataset: CH2Cl2O2 as an isolated structure (ωB97M-V with the def2-TZVPD basis set).

Geometry (Å):
C (-0.1030, 1.4635, -0.4034)
O (-0.0050, -0.8100, 0.4477)
O (0.4993, 0.8049, 0.6527)
Cl (1.2054, 2.2756, -1.4155)
Cl (-1.2673, 2.6665, 0.1055)
H (-0.3810, 0.6201, -1.0685)
H (0.2766, -1.3660, 1.2261)

HOMO-LUMO gap (alpha / beta) = 0.3476 / 0.3475 Ha



Entry from the OMol25 dataset: CH2Cl2O2P2 as an isolated structure (ωB97M-V with the def2-TZVPD basis set).

Geometry (Å):
C (0.1374, 0.2024, 0.0936)
O (4.4499, 0.2810, -1.7744)
O (2.4611, -0.1491, -0.1969)
P (1.3725, 1.0916, -0.5737)
P (4.0196, -0.0245, -0.4312)
Cl (4.5587, -1.7627, 0.2890)
Cl (4.6708, 1.2738, 0.8689)
H (-0.8712, 0.3065, -0.1572)
H (0.3594, -0.5688, 0.8575)

HOMO-LUMO gap = 0.3454 Ha



Entry from the OMol25 dataset: CH2Cl2O3PS as an isolated structure (ωB97M-V with the def2-TZVPD basis set).

Geometry (Å):
C (-0.8746, -0.9148, -0.1526)
O (2.1547, 1.4575, 0.3290)
O (-0.0760, 2.3550, -0.1257)
O (0.2715, 0.6180, 1.6098)
P (0.3709, -0.2424, -1.3193)
S (0.7018, 1.2265, 0.3273)
Cl (-1.5973, -2.5002, -0.7236)
Cl (-2.0233, 0.2957, -0.0260)
H (-0.2202, -1.1527, 0.8274)
H (1.2925, -1.1427, -0.7463)

net charge = -1
2S+1 = 3
HOMO-LUMO gap (alpha / beta) = 0.1634 / 0.2352 Ha



Entry from the OMol25 dataset: CH2Cl2O4P2 as an isolated structure (ωB97M-V with the def2-TZVPD basis set).

Geometry (Å):
C (-0.7021, 0.9504, -0.2617)
O (-0.2846, -2.4842, -0.4650)
O (1.5605, 0.6820, 1.2182)
O (1.8844, -1.1146, -0.9492)
O (-0.5494, -0.6506, 2.0242)
P (0.4074, -1.2547, -0.8816)
P (0.0989, 0.4412, 1.2783)
Cl (-0.1341, -1.2004, -2.8882)
Cl (-0.4088, 2.2860, 2.3887)
H (-0.1218, 1.6048, -0.7814)
H (-1.7504, 0.7401, -0.6820)

net charge = -2
HOMO-LUMO gap = 0.2577 Ha



Entry from the OMol25 dataset: CH2Cl3Cu as an isolated structure (ωB97M-V with the def2-TZVPD basis set).

Geometry (Å):
Cu (-2.3094, 2.4185, -2.3830)
Cl (-2.5578, 0.3049, -0.8464)
C (0.8805, -0.6262, 0.7332)
Cl (1.7641, -1.1002, -0.6472)
Cl (1.3612, 1.0202, 1.2623)
H (-0.1306, -0.6794, 0.3297)
H (0.9920, -1.3377, 1.5515)

net charge = +2
2S+1 = 3
HOMO-LUMO gap (alpha / beta) = 0.3718 / 0.2108 Ha



Entry from the OMol25 dataset: a 2-piece molecular cluster, CH2Cl3N3 overall (ωB97M-V with the def2-TZVPD basis set).

Geometry (Å):
C (-1.5119, -0.2923, 0.0380)
N (-2.6380, -0.4965, -0.2529)
N (-0.2739, 0.0586, 0.2585)
N (-1.2083, 1.9333, -1.6103)
Cl (-3.9819, 0.3469, -0.9519)
Cl (-1.7295, 1.4967, -3.2110)
Cl (0.4274, 2.3663, -1.4598)
H (0.3904, -0.5602, 0.5826)
H (-0.0354, 0.9080, -0.2626)

2S+1 = 3
HOMO-LUMO gap (alpha / beta) = 0.2197 / 0.2595 Ha



In the order shown, the computed F_max values come out to 3.8, 6.2, 3.1, 1.8, 5.6, 5.5, 2.5, 3.8 eV Å⁻¹.